No. 1
Formula: C40H36NO17P
Source: the OMol25 dataset
Level of theory: the ωB97M-V functional and the def2-TZVPD basis

XYZ file:
```
95
Properties=species:S:1:pos:R:3:forces:R:3:lowdin_charge:R:1
C 3.331 -2.055 0.826 -0.0428 -0.0671 -0.0109 0.04
C 2.501 -2.192 -0.196 0.1096 0.1560 0.1196 -0.17
C 1.043 -2.523 -0.047 -0.2392 -0.1311 -0.4333 -0.19
C 0.117 -1.270 -0.133 0.2599 0.0757 0.3343 -0.39
P 0.011 -0.845 -1.944 -0.2394 0.1794 0.2806 0.82
O 0.150 0.509 -2.485 0.1867 0.5158 -0.1554 -0.38
O 0.705 -0.263 0.722 0.0460 -0.1627 -0.2339 0.07
C 0.409 -0.639 1.997 0.0026 -0.0404 -0.0410 -0.57
O 0.972 -0.244 2.956 0.1247 0.1302 0.3457 0.20
O -0.622 -1.524 1.999 -0.1000 0.0598 -0.1612 0.11
C -1.201 -1.412 0.664 -0.0528 -0.1645 -0.3136 -0.41
C -2.122 -0.166 0.677 -0.5190 -0.1696 -0.0386 -0.11
O -1.833 0.776 -0.304 0.4918 -0.0195 -0.1253 -0.14
C -1.554 2.078 0.241 -0.0737 0.0708 0.1335 -0.18
C -0.756 2.943 -0.709 0.1717 0.2932 -0.0491 -0.22
C 0.739 3.012 -0.415 0.2214 -0.2355 0.0553 -0.10
O -2.055 -2.475 0.392 0.1601 -0.0303 0.3490 -0.02
N -1.436 -3.783 0.043 0.2964 -0.0359 -0.0121 0.05
O -1.497 -4.512 0.927 -0.2806 -0.0149 0.0135 0.14
H 4.387 -1.874 0.674 -0.0384 0.1077 -0.0086 0.06
H 2.987 -2.122 1.853 0.0291 -0.0987 -0.0367 0.07
H 2.874 -2.063 -1.208 0.0246 -0.0774 0.0250 0.10
H 0.865 -3.056 0.886 0.1028 0.0957 0.1060 0.12
H 0.782 -3.210 -0.858 -0.1099 -0.0399 0.1077 0.10
H 0.993 -1.720 -2.417 -0.0106 -0.1701 -0.1260 0.02
H -1.192 -1.508 -2.229 -0.0700 -0.1866 -0.0245 0.04
H -2.076 0.277 1.673 0.0108 -0.0981 0.0327 0.14
H -3.132 -0.561 0.531 -0.0269 0.1111 0.0414 0.14
H -1.001 1.960 1.182 -0.0248 -0.0331 -0.0505 0.12
H -2.514 2.548 0.482 -0.0179 -0.0352 -0.0289 0.13
H -0.893 2.590 -1.728 -0.1745 -0.0369 -0.0087 0.08
H -1.158 3.957 -0.664 -0.0780 -0.0622 -0.0187 0.10
H 1.259 2.110 -0.748 -0.1057 0.0309 0.0283 0.06
H 1.190 3.851 -0.942 -0.0420 -0.0253 0.0413 0.05
H 0.944 3.129 0.653 -0.0921 0.0760 -0.0218 0.08
C 1.322 -9.161 3.247 -0.0055 0.0136 -0.0030 0.03
C 2.213 -8.585 2.445 -0.0082 0.0079 -0.0160 0.03
C 1.796 -7.585 1.429 -0.0091 -0.0012 0.0075 -0.38
O 2.601 -7.052 0.696 0.0095 0.0031 -0.0031 0.11
C 0.350 -7.254 1.344 0.0215 -0.0144 0.0115 0.02
C -0.540 -7.826 2.147 0.0142 -0.0209 -0.0048 0.03
C -0.121 -8.827 3.160 0.0311 0.0058 0.0188 -0.37
O -0.932 -9.347 3.899 -0.0148 0.0135 -0.0713 0.08
H 1.598 -9.884 4.004 -0.0120 0.0111 0.0149 0.12
H 3.271 -8.804 2.493 0.0035 0.0105 -0.0062 0.12
H 0.076 -6.520 0.598 0.0122 -0.0105 -0.0187 0.10
H -1.598 -7.597 2.108 -0.0028 -0.0117 0.0130 0.12
C -3.024 4.031 -5.137 0.0090 0.0157 0.0204 0.02
C -2.882 3.409 -6.303 0.0190 -0.0035 -0.0023 0.02
C -1.582 2.803 -6.701 0.0122 0.0153 0.0479 -0.38
O -1.459 2.235 -7.764 -0.0066 -0.0097 -0.0212 0.11
C -0.450 2.917 -5.747 -0.0152 0.0050 -0.0266 0.03
C -0.589 3.542 -4.582 -0.0206 -0.0048 0.0120 0.03
C -1.887 4.147 -4.190 0.1943 -0.1317 0.0289 -0.36
O -2.006 4.709 -3.121 -0.1478 0.1235 -0.0644 0.09
H -3.960 4.475 -4.821 0.0033 -0.0028 0.0117 0.12
H -3.691 3.308 -7.016 0.0097 -0.0081 -0.0120 0.12
H 0.481 2.461 -6.057 -0.0072 -0.0117 -0.0002 0.12
H 0.217 3.633 -3.863 -0.0038 -0.0071 0.0037 0.11
C 5.649 6.184 -3.001 0.0122 -0.0125 0.0032 0.02
C 4.356 5.873 -2.968 -0.0145 -0.0132 0.0050 0.02
C 3.907 4.488 -2.675 0.0460 -0.0177 0.0385 -0.37
O 2.730 4.199 -2.645 0.0225 0.0540 -0.1852 0.09
C 4.952 3.465 -2.414 -0.0104 0.0102 -0.0078 0.03
C 6.244 3.777 -2.446 0.0034 0.0164 -0.0043 0.02
C 6.696 5.161 -2.743 -0.0309 -0.0103 0.0019 -0.39
O 7.873 5.446 -2.772 0.0117 0.0038 -0.0038 0.11
H 6.005 7.184 -3.214 0.0139 -0.0039 0.0030 0.12
H 3.574 6.599 -3.151 -0.0097 -0.0098 0.0031 0.12
H 4.592 2.467 -2.199 -0.0159 0.0054 0.0017 0.12
H 7.026 3.052 -2.261 0.0112 0.0103 0.0011 0.12
C -4.150 9.772 -1.655 0.0092 -0.0202 -0.0079 0.02
C -4.438 10.255 -2.859 0.0014 -0.0035 -0.0107 0.02
C -4.301 9.417 -4.079 0.0058 -0.0027 0.0305 -0.39
O -4.563 9.860 -5.177 -0.0037 -0.0005 -0.0122 0.10
C -3.832 8.021 -3.898 0.0039 0.0065 -0.0106 0.02
C -3.543 7.531 -2.695 -0.0396 0.0258 0.0357 0.03
C -3.681 8.372 -1.477 -0.0121 0.0115 -0.0391 -0.38
O -3.423 7.936 -0.376 -0.0014 -0.0050 0.0158 0.11
H -4.241 10.361 -0.751 0.0055 -0.0137 0.0102 0.12
H -4.782 11.270 -3.017 -0.0006 -0.0019 -0.0145 0.12
H -3.740 7.433 -4.804 0.0012 0.0100 -0.0052 0.11
H -3.198 6.514 -2.552 0.0210 0.0276 0.0426 0.09
C -1.714 -8.529 7.833 -0.0054 0.0030 0.0137 0.03
C -0.645 -8.482 7.043 0.0734 0.0394 0.0094 0.03
C 0.679 -8.065 7.567 -0.0004 -0.0017 0.0120 -0.38
O 1.652 -8.025 6.842 0.0080 -0.0054 -0.0085 0.10
C 0.773 -7.701 9.003 -0.0020 -0.0026 -0.0161 0.02
C -0.296 -7.748 9.793 -0.0142 -0.0084 -0.0136 0.02
C -1.625 -8.166 9.271 0.0370 0.0060 -0.0119 -0.39
O -2.595 -8.209 9.995 -0.0124 -0.0010 0.0058 0.11
H -2.690 -8.830 7.476 -0.0048 0.0009 0.0133 0.12
H -0.671 -8.740 5.992 -0.0827 -0.0478 0.0595 0.09
H 1.751 -7.401 9.358 0.0052 0.0001 -0.0128 0.12
H -0.260 -7.488 10.843 -0.0177 -0.0036 0.0026 0.12
```
Positions in Å, forces in eV/Å.

As for the SMILES: C=CC[C@]1([PH2]=O)OC(=O)O[C@]1(COCCC)ON=O.O=C1C=CC(=O)C=C1.O=C1C=CC(=O)C=C1.O=C1C=CC(=O)C=C1.O=C1C=CC(=O)C=C1.O=C1C=CC(=O)C=C1. The total energy comes out at -87639.8906 eV. Its HOMO-LUMO gap is 8.3 eV. The HOMO energy is -10.09 eV. As for the total charge: 0. The max |F| is 0.57 eV/A.

---

No. 2
Formula: C7H9Cl2LuNO4Pr
Source: the OMol25 dataset
Level of theory: the ωB97M-V functional and the def2-TZVPD basis

XYZ file:
```
25
Properties=species:S:1:pos:R:3:forces:R:3:lowdin_charge:R:1
Pr 0.002 -1.008 -5.784 0.0341 1.4093 1.6813 1.21
Lu -1.040 -0.575 -0.749 0.6891 1.2948 1.7242 1.54
Cl -1.086 1.201 -5.399 0.5197 -1.2070 -0.0103 0.21
Cl 0.866 -1.450 -1.853 -0.3972 0.1520 -0.5362 -0.01
C -1.205 -2.424 0.714 0.4029 -4.6457 5.9296 0.01
C -0.468 -0.199 -8.105 -1.0566 0.7185 -6.7742 -0.06
C 0.261 -2.527 -7.813 -0.1123 -2.5767 -6.4946 -0.01
O -1.111 -3.119 1.647 -0.6020 3.7822 -5.3738 0.21
O -0.629 -0.170 -9.252 0.6007 0.4551 5.5991 0.27
O 0.219 -2.834 -8.928 0.4183 0.9355 5.4552 0.25
C 0.709 1.293 4.308 0.2285 -0.0440 0.6337 0.03
N 0.559 0.492 3.063 -0.8958 0.7030 -1.1908 -0.07
C 1.458 -0.661 2.920 0.4770 -0.4487 -0.1280 0.03
C -0.289 0.895 2.134 1.1276 -0.0382 1.7718 -0.40
C -1.131 2.088 2.351 -0.0284 0.8602 0.7219 0.04
O -0.392 0.235 1.017 -0.6310 -1.2058 -2.2868 -0.29
H 1.543 0.819 4.884 -0.9462 0.8096 -0.3623 0.12
H -0.248 1.270 4.869 0.7482 -0.1399 -0.0847 0.13
H 0.927 2.344 4.037 0.2887 -0.6838 0.3774 0.12
H 0.918 -1.591 2.710 -0.1003 0.2503 0.3428 0.09
H 2.166 -0.537 2.083 -0.1752 0.2987 0.4432 0.12
H 2.006 -0.750 3.877 -0.2672 -0.2172 -0.8299 0.12
H -1.070 2.837 1.541 0.3109 -0.4106 0.2427 0.12
H -2.202 1.833 2.424 0.3783 -0.1124 0.2201 0.13
H -0.767 2.539 3.303 -1.0119 0.0606 -1.0714 0.09
```
Positions in Å, forces in eV/Å.

As for the multiplicity: 3. The calculation puts the energy above the lowest of the compared OMol25 structures with the same formula, charge and spin at 8.0 kcal/mol. The total energy comes out at -89776.5174 eV. Its HOMO-LUMO gap (alpha / beta) is 5.7 / 6.7 eV. The HOMO energy (alpha / beta) is -21.59 / -21.59 eV. As for the total charge: +4. The max |F| is 7.54 eV/A.

---

No. 3
Formula: C6H16N2
Source: the OMol25 dataset
Level of theory: the ωB97M-V functional and the def2-TZVPD basis

XYZ file:
```
24
Properties=species:S:1:pos:R:3:forces:R:3:lowdin_charge:R:1
C -3.517 -0.581 -0.308 -0.6916 0.0846 0.0521 -0.10
C -2.469 0.500 -0.528 -0.3932 -0.8726 -0.0105 -0.28
N -1.147 0.084 -0.064 0.1078 0.7426 0.0888 -0.22
C -1.201 -0.255 1.362 -0.0467 -0.6654 0.0274 -0.10
C -0.204 1.168 -0.302 -0.1315 -0.8137 -1.6077 -0.21
C 1.242 0.748 -0.236 2.1917 1.4273 2.1271 -0.25
N 1.706 -0.281 0.411 -1.1663 0.0003 -3.5659 0.07
C 4.754 -0.796 -0.248 -0.2720 -0.6920 -0.4283 -0.07
H -3.807 -0.736 0.734 0.4359 -0.0882 0.0497 0.07
H -4.453 -0.247 -0.761 0.0360 -0.0320 -0.2606 0.07
H -3.245 -1.535 -0.765 0.0988 0.0993 0.0959 0.08
H -2.447 0.667 -1.606 0.2832 0.2835 0.0467 0.11
H -2.817 1.414 -0.021 0.1643 0.1313 -0.0631 0.12
H -1.416 -1.325 1.462 0.0427 0.1760 0.1089 0.09
H -0.256 -0.060 1.854 0.1142 -0.0438 -0.0860 0.07
H -1.982 0.284 1.900 -0.1572 0.2854 -0.0055 0.08
H -0.356 1.564 -1.316 -0.2878 0.1166 0.1996 0.12
H -0.354 1.992 0.405 0.3278 0.2327 0.0890 0.13
H 1.058 -0.746 -0.331 -0.5760 -1.8527 2.3964 0.11
H 2.012 1.470 -0.570 -0.5827 0.8029 0.3644 0.11
H 4.650 -1.880 -0.335 0.1265 -0.0444 0.2695 0.01
H 4.310 -0.433 -1.175 0.3043 0.4009 0.0174 0.01
H 5.804 -0.550 -0.130 0.0171 0.1993 -0.1130 0.01
H 4.134 -0.464 0.570 0.0547 0.1223 0.2079 -0.02
```
Positions in Å, forces in eV/Å.

As for the SMILES: [H]/N=C\CN(C)CC.C. The calculation puts the energy above the lowest of the compared OMol25 structures with the same formula, charge and spin at 81.7 kcal/mol. The total energy comes out at -9458.5317 eV. Its HOMO-LUMO gap is 9.6 eV. The HOMO energy is -8.71 eV. As for the total charge: 0. The max |F| is 3.75 eV/A.